Here is a cluster of 9 separate species, C50H120N2O23 in total from the Open Molecules 2025 dataset. Energies are from wB97M-V/def2-TZVPD.

## Properties
Calculated total energy, eV: -103847.5675
E_LUMO, eV: 0.26
Orbital gap, hartree: 0.3483
Relative energy (zero: lowest compared OMol25 entry of this formula, charge and spin), kcal/mol: 170.2
SMILES: COC[C@H](C)N.COC[C@H](C)N.COCCOCCOC.COCCOCCOC.COCCOCCOC.COCCOCCOC.COCCOCCOC.COCCOCCOC.COCCOCCOC

Structure (ORCA input):
```
! wB97M-V def2-TZVPD RIJCOSX def2/J DEFGRID3
* xyz 0 1
C 7.540 4.725 6.019
O 8.749 5.344 6.350
C 9.266 6.301 5.476
C 10.582 6.843 6.158
C 11.516 5.681 6.654
N 10.188 7.571 7.318
H 7.353 4.143 6.922
H 7.705 3.969 5.251
H 6.738 5.437 5.826
H 9.424 5.868 4.489
H 8.607 7.166 5.404
H 11.249 7.496 5.595
H 11.700 5.048 5.786
H 11.088 5.037 7.422
H 12.455 6.070 7.048
H 11.055 7.995 7.614
H 10.043 6.815 7.972
C -0.031 -0.933 -3.233
O 0.162 -0.050 -2.123
C 1.472 0.232 -1.565
C 1.429 0.793 -0.109
C 0.531 2.004 -0.012
N 2.775 1.248 0.254
H -1.099 -1.023 -3.433
H 0.548 -1.849 -3.117
H 0.369 -0.285 -4.013
H 2.039 -0.698 -1.527
H 1.928 0.956 -2.241
H 1.051 0.031 0.573
H 0.509 2.413 0.998
H -0.429 1.859 -0.508
H 0.964 2.806 -0.609
H 3.542 0.673 -0.066
H 2.971 2.078 -0.287
C 9.080 -4.579 -6.455
O 7.688 -4.760 -6.720
C 6.882 -4.834 -5.562
C 5.440 -5.153 -5.951
O 4.618 -4.084 -6.355
C 5.089 -3.273 -7.512
C 5.072 -4.204 -8.783
O 3.841 -4.860 -9.056
C 2.710 -3.931 -9.070
H 9.518 -3.803 -7.083
H 9.660 -5.411 -6.855
H 9.426 -4.296 -5.461
H 6.879 -3.972 -4.895
H 7.238 -5.631 -4.908
H 4.998 -5.549 -5.037
H 5.380 -6.007 -6.625
H 6.046 -2.793 -7.305
H 4.477 -2.377 -7.614
H 5.912 -4.897 -8.739
H 5.332 -3.555 -9.619
H 3.032 -2.927 -9.344
H 2.231 -3.830 -8.096
H 2.054 -4.337 -9.840
C -11.027 4.142 1.579
O -11.013 4.425 0.189
C -9.735 4.939 -0.290
C -9.922 5.309 -1.712
O -8.942 6.179 -1.999
C -8.634 6.499 -3.353
C -7.176 6.079 -3.690
O -6.182 6.869 -3.139
C -5.680 6.299 -1.944
H -12.057 3.869 1.812
H -10.879 5.040 2.179
H -10.270 3.400 1.831
H -8.957 4.193 -0.125
H -9.341 5.757 0.312
H -10.821 5.924 -1.743
H -9.997 4.518 -2.458
H -8.829 7.544 -3.591
H -9.363 6.049 -4.027
H -6.999 6.281 -4.746
H -7.105 4.994 -3.611
H -5.209 5.334 -2.135
H -6.425 6.108 -1.172
H -4.811 6.744 -1.459
C 1.580 2.640 9.663
O 1.195 1.702 8.616
C 0.124 2.227 7.785
C -1.282 1.712 8.120
O -2.281 1.994 7.112
C -3.341 2.934 7.436
C -4.196 3.127 6.175
O -3.419 3.572 5.041
C -2.947 4.944 5.040
H 1.771 3.694 9.462
H 2.438 2.219 10.187
H 0.887 2.478 10.488
H 0.358 1.826 6.798
H 0.085 3.307 7.647
H -1.652 2.072 9.080
H -1.249 0.626 8.207
H -2.865 3.882 7.684
H -3.890 2.634 8.329
H -5.015 3.829 6.336
H -4.618 2.126 6.084
H -3.692 5.712 4.831
H -2.158 5.000 4.291
H -2.529 5.295 5.984
C 3.969 14.045 2.207
O 3.867 12.790 1.635
C 2.515 12.433 1.271
C 2.436 10.975 1.481
O 3.492 10.380 0.667
C 3.489 8.938 0.503
C 4.715 8.365 -0.273
O 4.643 6.929 -0.614
C 5.833 6.357 -1.147
H 4.977 14.198 2.591
H 3.219 14.256 2.970
H 3.792 14.734 1.381
H 2.500 12.660 0.205
H 1.624 12.707 1.835
H 1.455 10.605 1.182
H 2.586 10.708 2.527
H 2.583 8.620 -0.014
H 3.349 8.375 1.425
H 5.649 8.488 0.276
H 4.873 8.928 -1.193
H 5.420 5.385 -1.418
H 6.637 6.236 -0.421
H 6.294 6.812 -2.024
C -6.115 -2.209 1.702
O -7.020 -2.006 0.708
C -6.886 -0.695 0.082
C -7.714 -0.747 -1.287
O -9.115 -0.623 -1.132
C -9.679 -1.535 -0.211
C -11.220 -1.494 -0.340
O -11.891 -2.264 0.678
C -13.189 -1.721 1.056
H -6.284 -3.139 2.244
H -6.095 -1.376 2.405
H -5.087 -2.400 1.392
H -5.871 -0.326 -0.063
H -7.332 0.086 0.698
H -7.426 -1.577 -1.933
H -7.429 0.165 -1.812
H -9.405 -1.434 0.839
H -9.452 -2.570 -0.466
H -11.495 -2.002 -1.264
H -11.636 -0.493 -0.458
H -13.637 -2.375 1.804
H -13.779 -1.611 0.146
H -13.174 -0.685 1.393
C 4.465 -9.763 -0.674
O 5.593 -9.160 0.009
C 5.406 -9.131 1.437
C 4.395 -8.087 1.838
O 4.990 -6.746 1.887
C 3.994 -5.690 2.074
C 3.635 -5.351 3.603
O 2.811 -6.388 4.297
C 1.503 -6.438 3.746
H 3.639 -9.074 -0.854
H 4.052 -10.601 -0.112
H 4.762 -10.237 -1.609
H 6.312 -8.835 1.964
H 5.120 -10.102 1.844
H 3.975 -8.358 2.807
H 3.501 -8.127 1.217
H 3.082 -5.725 1.479
H 4.406 -4.848 1.518
H 3.254 -4.346 3.784
H 4.584 -5.214 4.121
H 0.891 -7.051 4.407
H 1.433 -6.698 2.690
H 1.008 -5.471 3.837
C -0.758 -13.058 -5.018
O 0.377 -12.549 -5.739
C 0.152 -11.549 -6.774
C -0.289 -10.143 -6.396
O -1.682 -10.120 -6.139
C -2.096 -8.830 -5.685
C -3.653 -8.813 -5.327
O -3.820 -9.653 -4.139
C -5.063 -9.428 -3.498
H -1.244 -12.250 -4.471
H -0.167 -13.639 -4.310
H -1.488 -13.688 -5.526
H -0.378 -11.994 -7.616
H 1.165 -11.499 -7.171
H -0.081 -9.395 -7.161
H 0.308 -9.799 -5.552
H -2.089 -8.164 -6.548
H -1.492 -8.490 -4.844
H -4.200 -9.137 -6.213
H -3.874 -7.761 -5.147
H -5.879 -9.841 -4.091
H -5.091 -8.410 -3.111
H -4.974 -9.981 -2.563
*
```

These are the Mulliken partial charges, in e, on atoms 1 to 6: C -0.798; O -0.249; C -0.733; C 0.082; C -1.286; N -0.728